# 1
Here is a molecular structure, C24H27GaO at a distorted geometry from the OMol25 dataset. Energies are from ωB97M-V/def2-TZVPD.

XYZ file:
```
53
Properties=species:S:1:pos:R:3:forces:R:3:lowdin_charge:R:1
C 0.2694 -1.3796 1.2170 0.7 1.4 -0.8 -0.2665
C -1.0680 -1.8146 0.7469 -0.4 -0.4 -0.3 -0.0488
C -0.9205 -2.5148 -0.4414 0.0 0.5 1.0 -0.1160
H -1.9351 -1.7711 1.4112 0.2 0.0 -0.5 0.1086
C 0.4227 -2.4117 -0.9103 0.2 -0.1 0.8 -0.1762
C 1.0973 -1.4257 -0.1021 0.6 -2.4 0.5 -0.2358
H 2.1844 -1.3709 0.0198 -0.3 -0.3 -0.1 0.1158
H 0.7160 -2.1894 1.8517 -0.2 0.4 -0.6 0.1682
H -1.7204 -3.0717 -0.9012 0.0 -0.1 -0.2 0.0984
H 0.9213 -3.0569 -1.6226 -0.2 0.3 -0.3 0.1058
C -1.0689 2.5998 0.0749 0.3 -1.0 0.2 -0.0982
C -1.0776 1.7941 1.2114 0.1 0.8 -0.5 -0.0490
C 0.2910 1.2286 1.4198 -0.2 0.1 -1.1 -0.2678
H -1.8226 1.7243 1.9957 -0.1 0.1 -0.3 0.0950
C 0.9318 1.3624 -0.0236 0.3 2.9 1.2 -0.2317
C 0.1246 2.3782 -0.6741 0.3 0.0 1.3 -0.1723
H 0.4825 2.8892 -1.5578 -0.3 0.1 0.0 0.0958
H -1.8511 3.2880 -0.2352 0.0 -0.3 0.1 0.0996
H 0.8906 1.9253 2.0346 -0.2 0.0 -0.3 0.1616
H 2.0126 1.5583 0.1127 -0.4 -0.4 -0.7 0.1180
Ga 0.7249 -0.0198 -1.5293 -1.1 -0.1 0.1 0.8098
O -0.0997 0.0230 -3.1249 -0.3 1.1 2.3 -0.2519
C -1.1966 -0.6510 -3.8179 2.4 -0.2 -0.7 -0.1889
C -0.1964 -1.0458 -4.8412 -0.6 -1.3 -1.8 -0.0558
H -1.6152 -1.5479 -3.2976 0.0 1.2 -0.1 0.1208
H -1.8669 0.1344 -4.2099 -0.2 -0.7 0.6 0.1179
H 0.3345 -1.9950 -4.6986 -0.3 0.4 -0.1 0.1150
H 1.0650 -1.9022 -7.0634 -0.2 0.3 0.1 0.1063
C 0.7088 -0.8710 -7.1316 0.3 0.2 -0.1 -0.0492
C 0.1291 -0.2503 -5.9832 -0.4 -0.1 -0.9 -0.2317
C -0.2948 1.0998 -6.1434 -0.1 -0.2 -0.1 -0.0400
H -0.7173 1.6056 -5.2742 0.1 0.0 -0.3 0.1033
C -0.1975 1.7543 -7.3727 0.2 0.0 0.0 -0.0943
H -0.5555 2.7868 -7.4724 0.2 -0.5 0.1 0.1024
C 0.3587 1.1149 -8.4922 0.0 -0.2 0.3 -0.1027
H 0.4427 1.6393 -9.4539 -0.1 -0.3 0.5 0.0993
C 0.8145 -0.2111 -8.3548 0.0 0.4 0.2 -0.0993
H 1.2509 -0.7103 -9.2273 -0.2 0.1 0.4 0.1006
C 1.3292 -0.7204 5.4864 0.2 0.0 0.6 -0.0735
C 0.1673 -0.0644 4.7754 0.4 -0.6 -1.1 -0.6318
C -1.1273 -0.7413 5.2052 -0.3 -0.1 0.1 -0.0562
C 0.1068 1.4230 5.0891 0.1 0.4 0.0 -0.0462
C 0.4052 -0.4526 3.3422 -0.9 1.6 0.5 0.1177
C 0.3544 -0.0924 2.0838 0.1 -2.5 -0.2 -0.1647
H 1.1865 -0.6299 6.5617 0.2 -0.1 0.2 0.0843
H 2.2695 -0.2525 5.1956 0.1 0.0 0.1 0.0891
H 1.3635 -1.7739 5.2118 0.1 -0.1 0.1 0.0861
H -1.2442 -0.6705 6.2948 0.0 0.0 -0.2 0.0881
H -1.9971 -0.2757 4.7236 0.2 -0.1 0.1 0.0884
H -1.0872 -1.7993 4.9256 -0.2 0.1 0.1 0.0876
H 1.0358 1.9362 4.7962 -0.3 -0.1 0.1 0.0885
H -0.7467 1.9359 4.6149 0.3 -0.3 0.1 0.0858
H -0.0104 1.5024 6.1841 0.1 0.2 -0.4 0.0905
```
Forces are in eV/Å.

Calculated values
Largest force on an atom = 3.10 eV/A
Frontier orbital gap (spin up / spin down) = 5.139 / 5.086 eV
Calculated total energy = -2930.38138 Ha
HOMO energy (spin up / spin down) = -5.53 / -5.51 eV

***

# 2
Here is 3 unconnected molecules or ions with the total composition C24H27N3O6 at a distorted geometry from the OMol25 dataset. Energies are from ωB97M-V/def2-TZVPD.

XYZ file:
```
60
Properties=species:S:1:pos:R:3:forces:R:3:lowdin_charge:R:1
C 2.6308 3.5498 -1.7433 -0.9 -0.1 0.5 -0.0959
C 1.4346 2.4486 -1.4263 -0.5 1.1 0.9 -0.2517
O 0.7643 1.9411 -2.6549 -0.6 -1.1 2.7 -0.2099
C -0.3534 1.0651 -2.2062 -0.7 0.1 -0.9 -0.1729
C -1.8199 1.8230 -2.3570 0.5 -0.1 0.4 -0.3330
N -1.9855 2.1421 -3.8262 -0.6 0.0 1.1 0.0014
C -2.9678 0.8185 -1.7353 -1.1 0.1 -0.5 -0.0946
C -3.8666 1.5805 -0.5477 0.8 -0.2 4.4 -0.2212
O -3.4675 1.6888 0.7329 -2.5 -0.7 -8.0 -0.0545
C -5.3416 2.1548 -1.0899 -1.7 1.6 -1.4 -0.0773
C -6.7827 1.6258 -0.5132 0.0 2.6 -2.9 -0.0242
C -8.1962 2.1910 -1.1212 4.2 1.5 -1.8 -0.0601
C -8.0945 3.3210 -2.3417 2.9 -1.3 1.4 -0.0709
C -6.6484 3.8765 -2.9158 0.2 -2.9 3.1 -0.0627
C -5.2113 3.3071 -2.2962 -4.6 -1.6 1.4 -0.0036
H 2.7903 4.1502 -0.7251 -0.1 -1.4 -2.2 0.0882
H 2.2350 4.3378 -2.5212 0.8 -1.7 1.4 0.0816
H 3.6328 3.0585 -2.1013 -2.1 1.0 0.7 0.0816
H 1.7852 1.5729 -0.7163 -0.7 2.0 -2.0 0.0806
H 0.5834 3.0293 -0.8242 1.8 -1.0 -1.1 0.1263
H -0.2329 0.6715 -1.1108 0.0 0.8 -2.0 0.1217
H -0.3929 0.1427 -2.9552 0.1 1.9 1.6 0.1434
H -1.8823 2.8285 -1.7275 0.5 -2.1 -1.4 0.1562
H -2.5607 2.9966 -3.9984 0.6 -1.4 0.1 0.0606
H -2.2959 1.3225 -4.3925 0.2 1.1 0.8 0.0830
H -2.5394 -0.2171 -1.3719 -0.7 2.3 -0.3 0.1245
H -3.6977 0.5633 -2.6448 1.4 0.6 2.2 0.1229
H -6.7918 0.8054 0.3211 0.1 1.8 -1.8 0.0942
H -9.2430 1.7935 -0.7224 2.6 1.0 -1.0 0.0918
H -9.0972 3.7412 -2.8297 2.5 -1.0 1.2 0.0860
H -6.6251 4.6637 -3.7821 -0.1 -1.7 1.9 0.0781
H -4.1580 3.6950 -2.6898 -2.7 -1.0 1.0 0.0816
O 5.0250 -0.0225 1.2158 -1.9 0.4 -0.1 0.0745
N 3.8090 0.2179 1.1820 1.0 0.1 -0.8 -0.3047
O 3.2125 0.6808 0.1992 1.2 -0.9 1.4 0.0250
C 3.0233 -0.0600 2.3903 -0.4 -0.2 0.9 -0.1499
C 3.6636 -0.5489 3.5374 0.0 0.2 -0.1 -0.0232
C 2.9150 -0.7885 4.6913 -0.3 0.3 -0.3 -0.0744
C 1.5405 -0.5461 4.6964 0.2 0.0 -0.1 -0.0642
C 0.9037 -0.0693 3.5493 0.4 0.0 -0.1 -0.0634
C 1.6423 0.1768 2.3902 -0.1 0.0 0.1 -0.0007
H 4.7340 -0.7427 3.5496 -0.3 0.1 -0.2 0.1191
H 3.4039 -1.1615 5.5887 -0.1 0.0 -0.3 0.1131
H 0.9619 -0.7291 5.6002 0.1 0.0 -0.2 0.1089
H -0.1685 0.1143 3.5603 0.2 0.0 -0.1 0.1101
H 1.1317 0.5514 1.5055 0.3 -0.1 0.1 0.1080
O 4.1216 -3.2468 3.7956 0.6 -1.8 -0.6 0.0476
N 4.4959 -4.3455 3.3593 0.6 0.1 1.2 -0.3036
O 5.2444 -5.1238 3.9676 -1.1 1.2 -0.9 0.0720
C 4.0242 -4.7495 2.0294 -0.3 -0.2 -0.9 -0.1336
C 3.2064 -3.8837 1.2903 0.1 -0.1 0.0 0.0099
C 2.7807 -4.2632 0.0158 0.2 -0.2 0.2 -0.0606
C 3.1650 -5.4970 -0.5116 0.0 0.0 0.1 -0.0710
C 3.9708 -6.3618 0.2309 -0.1 0.4 0.2 -0.0665
C 4.4051 -5.9920 1.5054 0.0 0.1 0.0 0.0008
H 2.8983 -2.9188 1.6871 0.2 -0.3 0.1 0.1089
H 2.1513 -3.5952 -0.5683 0.1 -0.1 0.2 0.1100
H 2.8352 -5.7861 -1.5080 0.1 0.1 0.2 0.1084
H 4.2637 -7.3229 -0.1858 0.0 0.2 0.1 0.1087
H 5.0354 -6.6758 2.0701 -0.2 0.3 0.0 0.1194
```
Forces are in eV/Å.

Calculated values
Largest force on an atom = 8.39 eV/A
Energy above the lowest of the compared OMol25 structures with the same formula, charge and spin = 475.2 kcal per mole
Frontier orbital gap = 8.015 eV
Calculated total energy = -1545.79719 Ha
HOMO energy = -8.86 eV

***

# 3
Here is a molecular structure, C24H27N4O2RuS4Se from the OMol25 dataset. Energies are from ωB97M-V/def2-TZVPD.

XYZ file:
```
63
Properties=species:S:1:pos:R:3:forces:R:3:lowdin_charge:R:1
Ru -0.8068 0.4742 0.3239 -0.3 0.0 -0.2 0.9589
C -3.7657 3.0487 0.5888 -0.1 0.0 -0.1 -0.5080
C -2.4550 3.7377 0.2447 0.1 0.1 0.0 -0.4186
S -0.8511 2.8464 0.1217 0.0 0.0 0.2 0.9175
C -0.0618 3.3286 1.6891 0.0 0.0 0.0 -0.4499
C -0.8078 2.7318 2.8589 0.0 0.0 0.0 -0.4231
S -1.0011 0.9359 2.5696 0.1 0.2 0.1 0.8931
C -2.6213 0.5315 3.2617 0.0 0.0 0.0 -0.4340
C -3.8311 0.8936 2.4257 0.0 0.0 -0.1 -0.4955
S -4.1720 2.6730 2.3059 -0.1 0.0 0.1 0.9419
H -3.9101 2.1526 -0.0005 0.1 0.0 0.0 0.0230
H -4.5409 3.7488 0.2683 0.0 0.0 0.0 0.0925
H -2.2500 4.5588 0.9336 0.0 0.0 0.0 0.0937
H -2.5493 4.1779 -0.7490 0.0 0.0 0.0 0.0894
H -0.0376 4.4174 1.7358 0.0 0.0 0.0 0.1101
H 0.9647 2.9719 1.6207 0.0 0.0 0.0 0.0647
H -1.8012 3.1631 2.9648 0.0 0.0 0.0 0.0342
H -0.2568 2.8435 3.7928 0.0 0.0 0.0 0.1091
H -2.6233 1.0251 4.2365 0.0 0.0 0.0 0.1048
H -2.5712 -0.5444 3.4410 0.0 0.0 0.0 0.1000
H -4.7033 0.4223 2.8801 0.0 0.1 0.0 0.0925
H -3.7422 0.4815 1.4186 0.0 0.0 0.1 0.0497
C 5.2647 -4.2112 -1.4106 0.0 0.0 0.0 -0.0270
C 3.9124 -3.7480 -0.9611 -0.1 0.0 0.0 -0.2363
C 3.3726 -2.5487 -1.4298 0.0 0.0 0.0 -0.0119
C 2.1158 -2.1276 -1.0344 0.0 0.0 -0.1 -0.0740
C 1.3881 -2.9225 -0.1573 -0.1 0.1 0.0 -0.3079
C 1.8881 -4.1314 0.3122 0.0 0.0 0.1 -0.0301
C 3.1493 -4.5293 -0.0917 0.0 0.0 0.0 -0.0022
S -0.1598 -2.4030 0.4607 0.0 0.2 -0.1 0.6531
O -1.0309 -3.5130 0.6534 -0.1 0.0 0.0 -0.2260
O 0.0393 -1.5096 1.6224 -0.1 -0.1 -0.1 -0.4942
N -0.7546 -1.3038 -0.6189 0.6 -0.2 0.0 -0.2296
C -2.0764 -1.3804 -1.0623 -0.3 0.1 0.0 -0.3902
C -2.7324 -2.4737 -1.5964 0.0 0.0 -0.1 0.0230
C -4.0396 -2.2855 -2.0086 0.1 -0.1 0.0 0.0007
C -4.6289 -1.0321 -1.8869 0.0 0.1 0.0 -0.0231
C -3.9009 -0.0060 -1.3268 -0.1 0.1 -0.1 -0.1146
N -2.6398 -0.1667 -0.8952 0.1 -0.4 0.3 0.0189
H 5.8617 -3.3866 -1.7954 0.0 0.0 0.0 0.0843
H 5.1630 -4.9514 -2.2066 0.0 0.0 0.0 0.1004
H 5.8088 -4.6831 -0.5936 0.0 0.0 0.0 0.0915
H 3.9409 -1.9464 -2.1277 0.0 0.0 0.0 0.1237
H 1.6931 -1.2167 -1.4353 0.0 0.0 0.0 0.0923
H 1.2983 -4.7494 0.9761 0.0 0.0 0.0 0.1272
H 3.5471 -5.4692 0.2687 0.0 0.0 0.0 0.1312
H -2.2339 -3.4272 -1.6815 0.0 0.0 0.0 0.1293
H -4.5939 -3.1085 -2.4395 0.0 0.0 0.0 0.1320
H -5.6350 -0.8483 -2.2335 0.0 0.0 0.0 0.1239
H -4.3297 0.9825 -1.2630 0.0 0.0 0.0 0.1022
Se 2.2921 0.1620 1.8542 -0.1 0.0 0.0 1.2506
N 1.2673 0.7036 0.4565 -0.1 0.1 0.2 -0.3956
C 2.0559 1.3094 -0.4299 0.1 -0.1 0.0 -0.3788
C 1.6850 1.7796 -1.7207 0.0 0.1 -0.1 -0.0623
C 2.6452 2.3427 -2.5009 -0.1 0.0 0.0 -0.0261
C 4.0034 2.4848 -2.0711 0.1 0.0 0.1 -0.0347
C 4.4051 2.0241 -0.8636 0.1 0.0 -0.1 0.0120
C 3.4381 1.4055 -0.0144 -0.1 -0.1 0.0 -0.3572
N 3.7209 0.8750 1.1594 0.1 0.1 0.0 -0.1884
H 0.6744 1.6582 -2.0881 0.0 0.0 0.0 0.0902
H 2.3822 2.6865 -3.4927 0.0 0.0 0.0 0.1237
H 4.7110 2.9532 -2.7408 0.0 0.0 0.0 0.1221
H 5.4270 2.0919 -0.5178 0.0 0.0 0.0 0.1316
```
Forces are in eV/Å.

Calculated values
Largest force on an atom = 0.65 eV/A
Expectation value of S² = 0.757
Energy above the lowest of the compared OMol25 structures with the same formula, charge and spin = 40.1 kcal per mole
Frontier orbital gap (spin up / spin down) = 6.619 / 6.427 eV
Calculated total energy = -5388.74764 Ha
Spin multiplicity = 2
Charge = +2
HOMO energy (spin up / spin down) = -14.27 / -14.29 eV

***

# 4
Here is a single C24H27NO5 molecule from the OMol25 dataset. Energies are from ωB97M-V/def2-TZVPD.

XYZ file:
```
57
Properties=species:S:1:pos:R:3:forces:R:3:lowdin_charge:R:1
C 4.4787 0.4687 3.3547 -0.1 0.2 0.0 -0.0987
C 3.9871 1.4268 2.2777 0.1 -0.1 0.0 -0.2374
C 3.8005 0.7260 0.9230 -0.1 0.1 0.1 -0.1580
C 2.6991 -0.2870 0.9832 0.3 -0.6 0.0 -0.1795
C 2.9756 -1.6083 1.0605 0.0 0.5 0.0 0.0532
C 1.9481 -2.6170 1.1856 0.3 -0.6 0.0 -0.4497
O 2.1309 -3.8111 1.1819 -0.1 0.4 0.0 0.1063
O 0.6637 -2.1695 1.3356 -0.2 -0.1 0.1 0.1187
C 0.3436 -0.8552 1.2531 -0.1 0.9 -0.1 -0.1303
C -1.0068 -0.5320 1.3992 -0.1 -0.1 0.0 -0.1033
C -2.0182 -1.5848 1.7356 0.0 0.0 0.1 0.0017
C -1.4003 0.7932 1.2011 0.5 -0.3 0.0 -0.2078
O -2.7350 1.0428 1.3534 0.1 -0.2 0.2 -0.0237
C -3.3571 2.0607 0.5758 -0.1 0.4 -0.1 -0.2537
C -3.1250 3.4941 1.0594 0.1 -0.2 -0.1 -0.0229
C -2.9873 1.8637 -0.9126 -0.2 -0.2 0.4 -0.4556
O -2.6441 2.7673 -1.6453 0.1 0.3 -0.2 0.0703
N -3.1200 0.5825 -1.2840 -0.1 -0.5 0.0 0.1049
C -2.8575 0.0527 -2.5972 0.2 -0.3 -0.1 -0.1026
C -1.8133 -1.0745 -2.5426 0.0 0.3 -0.5 -0.3018
O -2.2368 -1.9498 -1.5096 -0.1 -0.2 0.1 -0.0289
C -0.3713 -0.6375 -2.3614 -0.1 0.0 0.1 -0.1536
C 0.5966 -1.6370 -2.2812 0.0 0.0 0.0 -0.0331
C 1.9386 -1.3239 -2.1909 0.0 -0.1 0.0 -0.0747
C 2.3381 0.0016 -2.1927 0.0 0.1 -0.1 -0.0934
C 1.3844 1.0003 -2.2565 0.2 0.0 -0.1 -0.0766
C 0.0366 0.6878 -2.3328 -0.1 -0.1 -0.1 -0.0191
C -0.4507 1.7667 0.8878 -0.3 0.2 0.1 0.0141
C 0.8830 1.4431 0.8296 0.0 -0.3 0.1 -0.0166
C 1.3192 0.1295 1.0189 -0.5 -0.1 0.1 -0.1035
H 4.6145 0.9963 4.2957 0.0 0.0 0.1 0.0714
H 5.4310 0.0274 3.0692 0.1 -0.1 0.0 0.0763
H 3.7626 -0.3343 3.5123 0.0 -0.1 0.1 0.0702
H 3.0403 1.8700 2.5916 0.0 0.1 0.0 0.1036
H 4.7128 2.2335 2.1537 -0.1 0.1 0.0 0.1095
H 4.7328 0.2276 0.6522 0.0 0.0 -0.1 0.1213
H 3.5783 1.4722 0.1593 0.0 0.0 -0.1 0.1052
H 3.9875 -1.9809 1.0321 0.1 0.0 0.0 0.1319
H -1.5280 -2.4499 2.1715 -0.1 -0.1 0.0 0.0874
H -2.5452 -1.9048 0.8372 -0.1 0.0 0.0 0.0715
H -2.7485 -1.1844 2.4342 -0.1 -0.1 0.0 0.0886
H -4.4230 1.8163 0.6725 0.2 0.1 -0.1 0.1585
H -2.4965 4.0320 0.3521 0.0 0.0 0.0 0.0728
H -4.0710 4.0232 1.1305 -0.1 0.0 0.0 0.0820
H -2.6594 3.4880 2.0415 0.0 0.0 0.1 0.0902
H -3.3350 -0.1141 -0.5844 0.0 0.2 0.1 0.1382
H -2.5374 0.8630 -3.2513 -0.1 -0.1 0.0 0.1276
H -3.7871 -0.3747 -2.9897 0.1 0.1 -0.1 0.1316
H -1.8649 -1.6112 -3.5089 0.0 0.2 0.2 0.1542
H -1.5160 -2.5526 -1.2929 -0.1 0.1 0.0 0.0880
H 0.3054 -2.6791 -2.3169 0.0 -0.1 0.0 0.1212
H 2.6708 -2.1151 -2.1328 0.1 -0.1 0.0 0.1128
H 3.3883 0.2484 -2.1515 0.1 0.0 0.0 0.1062
H 1.6851 2.0375 -2.2591 0.0 0.1 0.0 0.1115
H -0.6783 1.4928 -2.3781 -0.2 0.1 0.0 0.0977
H -0.7527 2.7811 0.6971 0.0 0.1 0.0 0.1086
H 1.5978 2.2208 0.6182 0.1 0.1 0.0 0.1175
```
Forces are in eV/Å.

Calculated values
Largest force on an atom = 0.94 eV/A
Energy above the lowest of the compared OMol25 structures with the same formula, charge and spin = 5.9 kcal per mole
Frontier orbital gap = 8.552 eV
Calculated total energy = -1361.74658 Ha
HOMO energy = -8.43 eV